# C45H60BN6O5PS5Tl

A structure of composition C45H60BN6O5PS5Tl (wB97M-V/def2-TZVPD, the OMol25 dataset).

ORCA input file:
```
! RIJCOSX wB97M-V def2-TZVPD def2/J DEFGRID3
* xyz 0 2
Tl -1.48269 0.34952 -1.04632
C 2.09893 -2.21340 -3.54564
C 1.58651 -2.50726 -2.17445
C 1.40204 -3.76726 -1.71742
C 0.84471 -3.99122 -0.42348
N 0.55445 -3.01101 0.36346
N 0.73904 -1.73802 -0.07520
B 0.24944 -0.74047 0.89992
N 1.03493 0.51707 1.13318
N 2.36435 0.34852 1.04095
C 3.13145 1.34425 1.35333
C 2.58081 2.58813 1.77796
C 1.23869 2.75987 1.87031
C 0.60745 4.04453 2.29327
C 0.40577 1.64221 1.52874
S -1.28279 1.66587 1.58971
C 4.63333 1.13141 1.26725
C 5.23270 1.31264 2.66801
C 4.95146 -0.27231 0.75621
C 5.23723 2.16276 0.30588
N -0.36038 -1.25884 2.17006
N 0.46263 -1.04322 3.22017
C 0.11609 -1.47960 4.38478
C -1.11299 -2.18534 4.56868
C -1.95111 -2.39010 3.52884
C -3.25273 -3.10620 3.66307
C -1.56593 -1.87466 2.23355
S -2.51514 -1.99132 0.87371
C 1.06028 -1.21963 5.54631
C 0.31594 -0.41742 6.62151
C 2.28331 -0.42913 5.08480
C 1.51689 -2.56562 6.12461
C 1.18993 -1.41784 -1.32286
S 1.16726 0.16959 -1.87861
C 0.52531 -5.39358 0.06375
C -0.52173 -5.98901 -0.88887
C 1.79917 -6.24625 0.04867
C -0.05100 -5.35781 1.47853
H 2.38527 -3.13412 -4.05131
H 2.95545 -1.53937 -3.50450
H 1.32731 -1.70451 -4.12650
H 1.64676 -4.61134 -2.34892
H 3.24441 3.40911 2.02073
H 1.36479 4.80529 2.47601
H 0.01404 3.89871 3.19723
H -0.08383 4.39550 1.52466
H 4.81021 0.58918 3.36803
H 5.05008 2.31415 3.06246
H 6.31296 1.16234 2.62978
H 4.55126 -1.03796 1.42115
H 6.03444 -0.39365 0.69456
H 4.52365 -0.43575 -0.23357
H 5.06651 3.18708 0.64372
H 4.81240 2.05714 -0.69383
H 6.31652 2.01333 0.24095
H -1.37699 -2.55055 5.55341
H -3.40625 -3.44080 4.68797
H -3.28264 -3.96446 2.98959
H -4.07395 -2.45367 3.36274
H -0.02545 0.54003 6.22365
H 0.98143 -0.22096 7.46402
H -0.55307 -0.95548 7.00373
H 1.99717 0.53792 4.66816
H 2.83409 -0.96949 4.31404
H 2.94475 -0.26029 5.93694
H 0.67555 -3.16027 6.48456
H 2.19037 -2.39849 6.96710
H 2.04896 -3.14996 5.37162
H -0.14297 -6.07309 -1.90908
H -1.41899 -5.36759 -0.91104
H -0.79879 -6.98965 -0.55200
H 2.23346 -6.31773 -0.94987
H 1.56746 -7.25965 0.38093
H 2.55369 -5.83177 0.72017
H -0.96998 -4.77060 1.50857
H 0.65326 -4.91568 2.18465
H -0.27388 -6.37731 1.79925
O -1.16442 3.00922 -1.22243
C -0.90930 3.47168 -2.56362
C -1.42482 2.42331 -3.59228
O -1.65592 2.81429 -4.73122
O -1.52433 1.22336 -3.17960
C 0.60414 3.57704 -2.70223
C 1.38539 3.81488 -1.57691
C 2.76270 3.93349 -1.68391
C 3.38010 3.80835 -2.91947
C 2.60498 3.57296 -4.04659
C 1.22578 3.46198 -3.94258
C -1.63096 4.79726 -2.74568
C -0.96864 6.01474 -2.80137
C -1.68713 7.20161 -2.88720
C -3.07179 7.18118 -2.90957
C -3.74196 5.96497 -2.85509
C -3.02552 4.78310 -2.78041
H -1.98613 3.40981 -0.91190
H 0.90382 3.90498 -0.61382
H 3.35436 4.12458 -0.79682
H 4.45630 3.89590 -3.00468
H 3.07512 3.47302 -5.01665
H 0.62264 3.28183 -4.82310
H 0.11322 6.04136 -2.78728
H -1.15790 8.14479 -2.93758
H -3.62931 8.10650 -2.97759
H -4.82358 5.93750 -2.88685
H -3.55342 3.83449 -2.77362
C -6.38814 -2.41414 -0.23070
C -6.15584 -2.13891 -1.69714
O -4.76730 -2.38678 -2.00332
P -3.83435 -1.21900 -2.53577
S -1.98759 -1.93159 -2.60738
S -4.08229 0.42395 -1.35854
O -4.48456 -0.93705 -3.95498
C -4.10146 0.20312 -4.78234
C -3.04862 -0.19253 -5.78567
H -7.44223 -2.27124 0.01363
H -5.78769 -1.73769 0.37772
H -6.10718 -3.43913 0.01228
H -6.41582 -1.10960 -1.95207
H -6.73620 -2.80426 -2.33615
H -3.74353 1.00544 -4.14120
H -5.02789 0.51564 -5.26197
H -2.14058 -0.50222 -5.27141
H -2.80181 0.67575 -6.39750
H -3.40341 -1.00338 -6.42353
*
```

Values from the calculation:
- F_max: 0.14 eV Å⁻¹
- LUMO level (spin up / spin down): -0.7 / -2.0 eV
- Expectation value of S²: 0.76
- Molecular weight: 1171.5 g/mol
- Highest occupied orbital energy (spin up / spin down): -6.8 / -7.8 eV
- HOMO-LUMO gap (spin up / spin down): 0.225 / 0.216 Eh

Results of the Löwdin charge analysis, in e, for atoms 1 through 99:
1. Tl 0.39
2. C -0.06
3. C -0.26
4. C 0.06
5. C -0.21
6. N 0.18
7. N 0.03
8. B -0.65
9. N -0.03
10. N 0.19
11. C -0.20
12. C 0.06
13. C -0.25
14. C -0.05
15. C -0.62
16. S 0.78
17. C -0.54
18. C -0.03
19. C -0.05
20. C -0.04
21. N 0.00
22. N 0.19
23. C -0.21
24. C 0.06
25. C -0.24
26. C -0.06
27. C -0.66
28. S 0.74
29. C -0.55
30. C -0.04
31. C -0.06
32. C -0.04
33. C -0.64
34. S 0.84
35. C -0.54
36. C -0.03
37. C -0.04
38. C -0.05
39. H 0.08
40. H 0.08
41. H 0.09
42. H 0.12
43. H 0.13
44. H 0.09
45. H 0.08
46. H 0.08
47. H 0.08
48. H 0.08
49. H 0.09
50. H 0.08
51. H 0.09
52. H 0.08
53. H 0.08
54. H 0.08
55. H 0.09
56. H 0.12
57. H 0.08
58. H 0.08
59. H 0.08
60. H 0.09
61. H 0.09
62. H 0.08
63. H 0.08
64. H 0.08
65. H 0.09
66. H 0.08
67. H 0.09
68. H 0.09
69. H 0.08
70. H 0.09
71. H 0.09
72. H 0.08
73. H 0.09
74. H 0.09
75. H 0.07
76. H 0.08
77. H 0.09
78. O -0.11
79. C -0.31
80. C -0.61
81. O 0.06
82. O -0.19
83. C -0.17
84. C -0.03
85. C -0.08
86. C -0.09
87. C -0.07
88. C 0.00
89. C -0.13
90. C -0.01
91. C -0.08
92. C -0.09
93. C -0.07
94. C -0.02
95. H 0.10
96. H 0.10
97. H 0.09
98. H 0.10
99. H 0.10



# C8H19AlBeCaCl8F5GaILiNO7PS

A structure of composition C8H19AlBeCaCl8F5GaILiNO7PS in a non-equilibrium geometry (wB97M-V/def2-TZVPD, the OMol25 dataset).

ORCA input file:
```
! RIJCOSX wB97M-V def2-TZVPD def2/J DEFGRID3
* xyz 0 1
C -0.33507 4.82857 -2.65163
C -0.66417 3.84254 -1.48680
C -0.09142 2.38953 -1.44285
I -1.69597 1.03831 -2.15630
Ga 1.61256 1.84272 -2.36038
Cl 2.80930 3.26224 -3.57720
P 3.10012 0.99363 -0.67275
N 3.68067 2.44259 0.15304
O 2.21354 0.05854 0.45084
H -1.02911 4.62912 -3.52486
H -0.66103 5.87195 -2.29464
H 0.73801 4.95720 -2.94622
H -1.80081 3.75505 -1.44444
H -0.39645 4.36884 -0.48445
H -0.00380 2.10420 -0.33832
H 1.31556 0.54600 -3.26409
H 4.28438 2.98340 -0.47722
H 4.19283 2.17373 0.99863
H 1.64139 -0.51548 -0.09946
Ca -0.41582 5.16462 1.33905
C 2.26795 -5.02880 -2.01228
C 1.61386 -4.92159 -0.64408
O 1.46946 -3.51708 -0.41500
S 1.22099 -2.77429 -1.83083
O -0.18275 -2.57246 -1.99440
O 2.17282 -1.71080 -1.95292
O 1.67412 -3.99233 -2.79502
H 3.34193 -4.83792 -1.94949
H 2.09880 -6.00049 -2.47518
H 2.21293 -5.37962 0.14075
H 0.61632 -5.36818 -0.64642
O -3.18032 6.85037 1.30966
H -4.05115 7.07822 0.97311
F 4.10818 3.64280 -5.69687
Li 0.55469 7.26965 -0.87051
F -4.27511 6.86407 -1.04733
Al -3.91757 6.70899 -2.75472
F -4.01636 5.01305 -3.21648
F -2.27713 7.30070 -3.06610
F -5.08262 7.64518 -3.67435
C -0.18035 -5.25027 3.38275
Cl 1.00808 -5.44160 4.68506
Cl -1.81008 -5.52667 4.02356
Cl -0.07466 -3.60585 2.72387
Cl 0.15849 -6.42867 2.09833
C -2.48462 0.62683 2.89920
Cl -2.45824 1.90657 4.12382
Cl -0.83746 0.25662 2.36430
Cl -3.27607 -0.81926 3.52941
H -3.05101 0.98118 2.04217
Be 4.13487 -4.87993 -3.87219
C -1.18689 -8.18954 6.60320
O -0.77672 -9.29415 7.19743
H -1.29135 -7.28357 7.23666
H -0.54480 -7.79606 5.78113
H -2.17447 -8.22517 6.09846
*
```

Values from the calculation:
- F_max: 2.85 eV Å⁻¹
- LUMO level: -5.8 eV
- Molecular weight: 962.5 g/mol
- Highest occupied orbital energy: -6.7 eV
- HOMO-LUMO gap: 0.035 Eh

Charge distribution, natural (NBO) scheme, values in e:
1. C -0.66
2. C -0.36
3. C -0.86
4. I 0.15
5. Ga 0.85
6. Cl -0.32
7. P 1.19
8. N -1.14
9. O -0.96
10. H 0.30
11. H 0.18
12. H 0.24
13. H 0.28
14. H -0.08
15. H 0.21
16. H -0.23
17. H 0.43
18. H 0.40
19. H 0.52
20. Ca 1.38
21. C -0.14
22. C -0.10
23. O -0.68
24. S 2.52
25. O -0.87
26. O -0.91
27. O -0.68
28. H 0.18
29. H 0.23
30. H 0.22
31. H 0.20
32. O -1.06
33. H 0.47
34. F -0.58
35. Li 0.80
36. F -0.79
37. Al 2.19
38. F -0.79
39. F -0.81
40. F -0.78
41. C -0.22
42. Cl 0.07
43. Cl 0.07
44. Cl 0.05
45. Cl 0.04
46. C -0.29
47. Cl 0.00
48. Cl 0.00
49. Cl 0.05
50. H 0.24
51. Be 0.03
52. C -0.27
53. O -0.44
54. H 0.15
55. H 0.22
56. H 0.15



# C35H76BN7O

A cluster of 5 separate species, C35H76BN7O in total in a non-equilibrium geometry (wB97M-V/def2-TZVPD, the OMol25 dataset).

ORCA input file:
```
! RIJCOSX wB97M-V def2-TZVPD def2/J DEFGRID3
* xyz 0 1
C -1.20118 -1.04171 8.48384
C -1.06078 -1.30345 7.29256
C -0.95499 -1.75656 5.79653
C -1.70036 -0.80647 4.77135
C -1.63917 -1.56399 3.35029
N -1.64851 -2.22285 2.39046
N -1.16123 0.56960 4.68963
C 0.32464 0.62430 4.52007
C 0.94547 1.15230 5.89068
C 2.32238 0.47822 6.30690
C -3.27692 -0.64876 5.08783
C -3.90188 -1.89990 5.78578
N -4.25406 -2.96206 6.09337
B -3.63165 0.68120 5.95569
C -3.83016 2.16672 5.33005
O -3.82704 0.55125 7.36476
H -1.59362 -0.79722 9.50809
H 0.16132 -1.87177 5.58466
H -1.36882 -2.81803 5.72449
H -1.57917 0.99049 3.84267
H 0.77675 -0.35589 4.15302
H 0.56589 1.38745 3.70416
H 1.13943 2.26726 5.75084
H 0.17272 1.08377 6.72115
H 2.38962 -0.63140 6.07540
H 2.40300 0.55185 7.44605
H 3.24124 1.03475 5.92098
H -3.78179 -0.52612 4.07052
H -3.28382 2.96947 5.91595
H -4.96306 2.33605 5.31113
H -3.47599 2.25324 4.25457
H -3.03788 0.85821 7.85850
C 1.75387 -1.81518 -4.61317
C 1.78736 -2.30638 -3.17109
N 1.08445 -1.43696 -2.23774
C 1.35249 -1.75788 -0.83589
C 0.88570 -3.11468 -0.31615
C -0.30892 -1.14719 -2.55204
C -1.26782 -2.33048 -2.68168
H 2.13821 -0.79513 -4.69187
H 2.37894 -2.45801 -5.23761
H 0.74436 -1.84077 -5.02972
H 2.84163 -2.35635 -2.87637
H 1.40488 -3.33594 -3.13894
H 0.92981 -0.97385 -0.19749
H 2.43539 -1.68979 -0.67655
H -0.19389 -3.13532 -0.16033
H 1.34642 -3.31396 0.65579
H 1.16062 -3.93611 -0.98025
H -0.33842 -0.58178 -3.48974
H -0.71074 -0.44906 -1.80914
H -0.84416 -3.15147 -3.26413
H -2.17993 -2.00843 -3.19289
H -1.57038 -2.71402 -1.70745
C 1.94961 2.63870 -0.83462
C 0.91642 3.39201 -0.01103
N 1.45082 3.99965 1.19406
C 0.41080 4.46426 2.10142
C -0.49770 5.59988 1.63113
C 2.58092 4.90306 1.01924
C 2.38672 6.11185 0.10353
H 2.46108 1.88478 -0.23121
H 1.45317 2.12613 -1.66263
H 2.69811 3.30627 -1.26830
H 0.15079 2.66322 0.27989
H 0.41797 4.12811 -0.65727
H 0.86660 4.75313 3.05512
H -0.22368 3.60302 2.34658
H 0.01185 6.56392 1.65933
H -1.35880 5.68127 2.30097
H -0.88414 5.43713 0.62401
H 3.42803 4.32271 0.63904
H 2.91986 5.25429 2.00006
H 1.87705 5.85366 -0.82607
H 3.36279 6.52542 -0.16662
H 1.83128 6.90956 0.59608
C 2.27442 4.72223 -8.00808
C 2.38347 5.43213 -6.66421
N 1.44471 4.94358 -5.66342
C 1.36082 5.80020 -4.48561
C 2.61036 5.93876 -3.61639
C 1.48437 3.51172 -5.39028
C 2.80975 2.91339 -4.91519
H 1.25500 4.77027 -8.39839
H 2.93450 5.20215 -8.73460
H 2.57336 3.67376 -7.94120
H 2.17899 6.49309 -6.84708
H 3.42333 5.37019 -6.31475
H 0.52794 5.46712 -3.85631
H 1.07046 6.80306 -4.82050
H 2.78153 5.04801 -3.00970
H 2.48100 6.77204 -2.91991
H 3.50805 6.14191 -4.20222
H 1.17988 2.98153 -6.29873
H 0.70448 3.26059 -4.66275
H 3.66361 3.27638 -5.49097
H 2.78123 1.82580 -5.02977
H 2.99033 3.11483 -3.85971
C -2.23004 -9.43803 -2.03051
C -2.40501 -8.53534 -0.81533
N -1.53734 -7.36569 -0.82210
C -1.50666 -6.66244 0.45717
C -2.80221 -6.01432 0.94451
C -1.62130 -6.51122 -1.99944
C -2.98411 -5.90983 -2.34781
H -1.18839 -9.74729 -2.14591
H -2.83621 -10.33942 -1.91214
H -2.55288 -8.94872 -2.95225
H -2.16933 -9.14045 0.06733
H -3.46482 -8.25831 -0.73012
H -0.71932 -5.90100 0.43103
H -1.17734 -7.37495 1.22283
H -3.02705 -5.09744 0.39775
H -2.69802 -5.73353 1.99640
H -3.65943 -6.68540 0.87093
H -1.27359 -7.08524 -2.86497
H -0.89110 -5.69884 -1.90949
H -3.79560 -6.63657 -2.27311
H -2.96961 -5.54682 -3.37990
H -3.22201 -5.05509 -1.71531
*
```

Values from the calculation:
- F_max: 2.00 eV Å⁻¹
- LUMO level: 0.2 eV
- Molecular weight: 621.9 g/mol
- Highest occupied orbital energy: -7.9 eV
- HOMO-LUMO gap: 0.298 Eh
- SMILES string: C#CC[C@](C#N)(NCCC)[C@@H](C#N)B(C)O.CCN(CC)CC.CCN(CC)CC.CCN(CC)CC.CCN(CC)CC

Results of the Löwdin charge analysis, in e, for atoms 1 through 99:
1. C 0.09
2. C -0.10
3. C -0.11
4. C -0.38
5. C -0.12
6. N 0.16
7. N -0.02
8. C -0.20
9. C -0.23
10. C -0.13
11. C -0.11
12. C -0.17
13. N 0.16
14. B -0.42
15. C -0.03
16. O 0.06
17. H 0.07
18. H 0.12
19. H 0.14
20. H 0.12
21. H 0.12
22. H 0.12
23. H 0.11
24. H 0.09
25. H 0.07
26. H 0.08
27. H 0.08
28. H 0.15
29. H 0.08
30. H 0.09
31. H 0.05
32. H 0.10
33. C -0.09
34. C -0.27
35. N -0.19
36. C -0.25
37. C -0.10
38. C -0.25
39. C -0.09
40. H 0.06
41. H 0.07
42. H 0.07
43. H 0.12
44. H 0.10
45. H 0.11
46. H 0.11
47. H 0.04
48. H 0.07
49. H 0.06
50. H 0.10
51. H 0.11
52. H 0.07
53. H 0.08
54. H 0.05
55. C -0.08
56. C -0.27
57. N -0.19
58. C -0.26
59. C -0.09
60. C -0.24
61. C -0.08
62. H 0.08
63. H 0.07
64. H 0.05
65. H 0.12
66. H 0.10
67. H 0.11
68. H 0.09
69. H 0.06
70. H 0.07
71. H 0.07
72. H 0.10
73. H 0.12
74. H 0.05
75. H 0.08
76. H 0.06
77. C -0.09
78. C -0.27
79. N -0.19
80. C -0.25
81. C -0.09
82. C -0.24
83. C -0.08
84. H 0.08
85. H 0.07
86. H 0.06
87. H 0.12
88. H 0.10
89. H 0.11
90. H 0.11
91. H 0.04
92. H 0.07
93. H 0.07
94. H 0.10
95. H 0.11
96. H 0.07
97. H 0.06
98. H 0.04
99. C -0.09